# C24H63N3O11

6 unconnected molecules or ions with the total composition C24H63N3O11 (wB97M-V/def2-TZVPD, the OMol25 dataset).

Results
Frontier orbital gap (eV): 9.4
E_HOMO (eV): -8.925
SMILES: COCCNCCOC.COCCNCCOC.COCCNCCOC.OCCO.OCCO.CCO
Energy relative to the best compared isomer or geometry (same formula, charge and spin) (kJ/mol): 43.2
Net charge: 0

Each line ends with the Löwdin charge.
Atoms and positions in Å:
1 C 4.7455 3.7326 3.7698  -0.08
2 O 3.9525 3.5545 4.9547  -0.16
3 C 2.6893 4.0784 4.7559  -0.24
4 C 1.8541 3.0894 3.8736  -0.19
5 N 0.4273 3.4658 3.9025  -0.04
6 C -0.4354 2.3577 3.4478  -0.20
7 C -1.8771 2.5881 3.7991  -0.41
8 O -2.7922 2.0907 3.1835  -0.09
9 C -2.8719 0.7116 3.1760  -0.07
10 H 4.7680 4.7042 3.4951  0.05
11 H 4.3713 3.1942 2.9015  0.08
12 H 5.7681 3.4160 3.8549  0.09
13 H 2.7599 5.0737 4.3574  0.11
14 H 2.2081 4.2108 5.7365  0.13
15 H 1.9742 2.1213 4.3821  0.12
16 H 2.2856 3.0878 2.8833  0.08
17 H 0.3021 4.2972 3.3010  0.13
18 H -0.1138 1.4819 3.9037  0.08
19 H -0.2980 2.1429 2.4028  0.09
20 H -2.0179 3.6587 3.6569  0.14
21 H -2.0097 2.4399 4.8730  0.14
22 H -2.0174 0.3254 2.7366  0.04
23 H -3.7626 0.3524 2.6983  0.08
24 H -2.8468 0.1606 4.1607  0.12
25 C -2.4659 1.4769 -0.5607  -0.03
26 O -2.4898 0.2058 -1.2677  -0.21
27 C -1.1943 -0.2153 -1.6924  -0.16
28 C -1.4961 -1.5481 -2.3292  -0.17
29 N -0.3446 -2.4195 -2.4161  -0.06
30 C -0.6559 -3.6293 -3.1456  -0.16
31 C 0.5429 -4.5045 -3.0647  -0.43
32 O 0.7718 -5.0809 -2.0076  -0.16
33 C 2.1053 -5.5482 -1.8129  -0.02
34 H -1.6182 1.5913 0.1146  0.07
35 H -3.3418 1.6265 0.0369  0.09
36 H -2.3497 2.2516 -1.2698  0.07
37 H -0.5792 -0.3463 -0.7922  0.12
38 H -0.8104 0.4515 -2.4219  0.11
39 H -1.8670 -1.3383 -3.2892  0.12
40 H -2.2393 -2.0827 -1.7871  0.09
41 H -0.0439 -2.6672 -1.4836  0.06
42 H -0.9563 -3.4224 -4.1413  0.12
43 H -1.4378 -4.2297 -2.5831  0.14
44 H 1.4319 -4.0006 -3.4987  0.14
45 H 0.4526 -5.3380 -3.8241  0.14
46 H 2.2287 -5.9737 -0.7750  0.12
47 H 2.8727 -4.8004 -1.8779  0.06
48 H 2.2623 -6.2656 -2.6518  0.11
49 C 1.2879 -0.3404 2.3071  -0.09
50 O 1.8561 0.0432 1.0602  -0.16
51 C 1.3906 1.2726 0.6079  -0.23
52 C 1.7639 1.4364 -0.8735  -0.21
53 N 1.0182 2.5760 -1.3758  -0.05
54 C 1.1655 2.7113 -2.8423  -0.16
55 C -0.1071 3.4515 -3.3048  -0.40
56 O -0.2885 3.7602 -4.4912  -0.12
57 C 0.3580 4.9069 -4.9654  -0.07
58 H 1.6782 0.1599 3.2302  0.09
59 H 1.2288 -1.4269 2.5455  0.10
60 H 0.2164 -0.1353 2.3592  0.05
61 H 1.8088 2.0899 1.1762  0.10
62 H 0.2752 1.3422 0.6008  0.09
63 H 1.4403 0.5446 -1.3592  0.08
64 H 2.8127 1.5351 -1.0358  0.12
65 H 1.3146 3.4451 -0.9704  0.11
66 H 1.1074 1.7198 -3.3956  0.14
67 H 2.0368 3.2850 -3.1043  0.11
68 H -0.0910 4.3540 -2.7234  0.11
69 H -1.0089 2.9643 -3.0014  0.11
70 H -0.2672 5.7294 -4.8105  0.07
71 H 0.6163 4.8015 -6.0365  0.11
72 H 1.2888 5.1695 -4.4104  0.10
73 C -1.6827 -2.2743 1.2033  -0.08
74 C -1.2559 -3.4422 0.4900  -0.32
75 O 0.1061 -3.3374 0.1610  -0.06
76 H -1.5154 -1.3450 0.6764  0.07
77 H -1.0899 -2.2379 2.1257  0.09
78 H -2.7332 -2.3053 1.4833  0.09
79 H -1.9439 -3.6198 -0.3718  0.12
80 H -1.3358 -4.3169 1.1245  0.13
81 H 0.3265 -4.0753 -0.3661  0.03
82 C 3.0044 -1.8033 -1.3288  -0.26
83 C 4.4112 -2.1733 -1.4632  -0.24
84 O 5.0074 -2.1703 -0.1553  -0.08
85 O 2.3766 -1.5956 -2.5907  -0.08
86 H 2.9265 -0.8719 -0.8378  0.07
87 H 2.4423 -2.6330 -0.8562  0.13
88 H 5.0420 -1.6256 -2.2044  0.14
89 H 4.3911 -3.2404 -1.7249  0.11
90 H 4.9833 -1.2590 0.2473  0.11
91 H 1.4325 -1.7689 -2.6120  0.02
92 C -5.8588 -2.3638 0.6075  -0.30
93 C -4.9197 -1.7165 -0.2914  -0.28
94 O -4.2983 -0.6202 0.3474  -0.10
95 O -6.4543 -3.3655 -0.1179  -0.06
96 H -6.6448 -1.7048 1.1003  0.15
97 H -5.3402 -2.8634 1.4565  0.13
98 H -5.5077 -1.3391 -1.1061  0.12
99 H -4.1497 -2.3947 -0.6948  0.12
100 H -3.5404 -0.3837 -0.2425  0.02
101 H -6.9220 -3.0774 -0.9118  0.10


# C24H64BO30

13 unconnected molecules or ions with the total composition C24H64BO30 (wB97M-V/def2-TZVPD, the OMol25 dataset).

Results
Frontier orbital gap (eV): 9.4
E_HOMO (eV): -7.451
Energy relative to the best compared isomer or geometry (same formula, charge and spin) (kJ/mol): 371.9
Net charge: -1

Each line ends with the Löwdin charge.
Atoms and positions in Å:
1 O -8.2955 -33.2281 6.7556  0.14
2 C -7.2210 -33.0480 7.2317  -0.37
3 O -6.2474 -33.9267 7.3695  0.19
4 B -5.1195 -33.4087 8.1789  -0.95
5 O -5.6588 -32.1326 8.7402  0.18
6 C -6.8606 -31.8341 8.1728  -0.29
7 O -7.5143 -30.7791 8.2477  0.10
8 O -3.9038 -33.2840 7.3655  0.19
9 C -2.9418 -34.1774 7.9362  -0.23
10 O -1.8735 -34.5028 7.4516  0.13
11 C -3.5350 -34.6219 9.3053  -0.41
12 O -4.7889 -34.2206 9.3227  0.22
13 O -2.9252 -35.2351 10.1068  0.17
14 O 0.3140 -32.7563 6.4046  -0.06
15 H -0.2247 -33.2713 7.0074  -0.01
16 H -0.0293 -32.9690 5.5360  0.03
17 O -10.2427 -31.4764 5.8243  -0.06
18 H -9.6151 -32.1982 5.7536  -0.01
19 H -10.6519 -31.5980 6.6818  0.03
20 C -7.3698 -30.1072 11.5949  -0.26
21 C -8.8429 -30.1567 11.1652  -0.23
22 O -9.7873 -30.3061 12.2159  -0.07
23 O -7.1742 -31.2777 12.2971  -0.08
24 H -7.0967 -29.3400 12.3210  0.12
25 H -6.7185 -30.1743 10.7228  0.10
26 H -8.9969 -30.9502 10.4340  0.11
27 H -9.0719 -29.1637 10.7772  0.12
28 H -9.4330 -30.9602 12.8243  0.07
29 H -6.2232 -31.4075 12.3500  0.04
30 C -7.6557 -31.2927 3.3905  -0.22
31 C -6.8743 -31.4845 2.1108  -0.16
32 O -5.5463 -32.0218 2.4324  -0.11
33 O -7.2262 -30.1594 4.1274  -0.05
34 H -7.4785 -32.1253 4.0724  0.11
35 H -8.7174 -31.2042 3.1579  0.13
36 H -6.6520 -30.5461 1.6014  0.13
37 H -7.3703 -32.0834 1.3466  0.12
38 H -4.9749 -32.0379 1.6604  0.11
39 H -7.7439 -30.2400 4.9334  0.09
40 C -2.2209 -34.8473 13.1757  -0.25
41 C -0.9574 -34.2123 13.9647  -0.20
42 O -0.1594 -35.3110 14.3158  -0.08
43 O -3.0414 -35.4658 14.0708  -0.05
44 H -1.8306 -35.6014 12.4910  0.10
45 H -2.6694 -34.1091 12.5106  0.09
46 H -1.3023 -33.7691 14.8994  0.11
47 H -0.3683 -33.5536 13.3259  0.11
48 H 0.5013 -34.9840 14.9309  0.08
49 H -2.5225 -36.2722 14.1305  0.11
50 C -5.3669 -34.8069 4.3942  -0.22
51 C -4.0835 -35.0351 3.5970  -0.19
52 O -3.6157 -33.6925 3.5244  -0.09
53 O -6.4673 -34.5378 3.5334  -0.08
54 H -5.3185 -33.9768 5.0979  0.11
55 H -5.5700 -35.7572 4.8892  0.11
56 H -4.2922 -35.4516 2.6111  0.12
57 H -3.2865 -35.5668 4.1162  0.11
58 H -4.3709 -33.2058 3.1796  0.01
59 H -6.4051 -33.7882 2.9375  0.04
60 C -10.0269 -36.4654 7.5473  -0.22
61 C -8.5835 -36.3280 8.0867  -0.23
62 O -8.2182 -37.5824 8.5436  -0.07
63 O -10.1498 -37.6185 6.7426  -0.05
64 H -10.2824 -35.5521 7.0088  0.11
65 H -10.6363 -36.5751 8.4450  0.12
66 H -8.6467 -35.7052 8.9793  0.13
67 H -7.8472 -35.9499 7.3771  0.11
68 H -8.3150 -38.1392 7.7655  0.08
69 H -11.0634 -37.8919 6.8521  0.09
70 C -3.7035 -30.6401 11.3327  -0.19
71 C -2.2918 -31.2126 11.0701  -0.20
72 O -1.4368 -30.7719 12.1405  -0.06
73 O -4.2885 -31.1673 12.5358  -0.08
74 H -4.3677 -30.7565 10.4768  0.11
75 H -3.5996 -29.5672 11.5012  0.12
76 H -1.9065 -31.2039 10.0500  0.12
77 H -2.3880 -32.3005 11.0689  0.09
78 H -1.8956 -30.2933 12.8342  0.07
79 H -3.7650 -31.1390 13.3397  0.09
80 C -3.4057 -37.5973 6.7250  -0.26
81 C -4.6510 -37.2716 7.6046  -0.19
82 O -5.6984 -38.2403 7.5390  -0.07
83 O -3.6149 -37.9909 5.4387  -0.04
84 H -2.7572 -38.3575 7.1663  0.11
85 H -2.6311 -36.8311 6.7743  0.10
86 H -5.2053 -36.3572 7.3866  0.10
87 H -4.3508 -37.1157 8.6420  0.11
88 H -6.5006 -37.9997 8.0114  0.03
89 H -4.1083 -38.8147 5.4312  0.10
90 C 0.5257 -37.0595 10.8045  -0.25
91 C 0.1239 -36.3396 9.4530  -0.20
92 O 1.3704 -36.0133 8.8493  -0.07
93 O 1.0290 -38.3424 10.5830  -0.07
94 H -0.3220 -37.2117 11.4748  0.10
95 H 1.2028 -36.5127 11.4618  0.12
96 H -0.3810 -35.3809 9.5634  0.10
97 H -0.4445 -37.0388 8.8391  0.11
98 H 1.8705 -36.8332 8.8252  0.07
99 H 0.5163 -38.9355 11.1359  0.08
100 C -6.2899 -34.5959 13.8231  -0.20
101 C -5.7636 -34.6380 12.3771  -0.23
102 O -6.7886 -35.0736 11.4606  -0.05
103 O -5.3866 -34.0212 14.8122  -0.09
104 H -6.5486 -35.5968 14.1696  0.11
105 H -7.1760 -33.9632 13.8766  0.11
106 H -4.9401 -35.3506 12.4465  0.10
107 H -5.2488 -33.7294 12.0626  0.10
108 H -6.4227 -34.8599 10.5984  0.05
109 H -4.5090 -34.3374 14.5780  0.02
110 C -4.3435 -30.3269 5.9220  -0.25
111 C -3.1488 -29.7989 6.7783  -0.19
112 O -1.9329 -30.1437 6.1040  -0.07
113 O -4.4856 -29.7573 4.6614  -0.08
114 H -5.3147 -30.1143 6.3724  0.11
115 H -4.2238 -31.3888 5.7017  0.11
116 H -3.2351 -30.0152 7.8424  0.11
117 H -3.2666 -28.7199 6.6624  0.11
118 H -2.1087 -30.1736 5.1603  0.08
119 H -5.2199 -30.2569 4.2947  0.04